No. 1
14
Properties=species:S:1:pos:R:3:forces:R:3 method="wB97M-V/def2-TZVPD" lumo_energy_ha=0.005 orbital_gap_ev=7.63 charge=0 e_above_lowest_ev=4.052
C -1.673967 -0.149259 -0.239291 0.0 0.1 0.1
C -0.214498 -0.460104 -0.066917 0.1 -0.7 -0.1
C 0.845777 -0.062313 -1.104018 0.1 0.8 0.3
C 0.275978 -1.653849 0.423361 -0.2 0.4 0.2
C 1.112092 1.914264 0.603463 -0.3 -0.1 0.6
C 0.914716 0.796415 -0.077870 0.4 -0.4 -1.0
H 1.540628 -0.661954 -1.669019 -0.1 -0.1 0.1
H -2.140624 -0.871146 -0.913116 0.1 0.0 0.0
H -1.798754 0.843809 -0.666712 0.0 0.0 0.0
H -2.193149 -0.191837 0.719983 0.0 0.0 0.0
H -0.337308 -2.547990 0.447110 -0.1 0.0 0.2
H 1.297900 -1.746241 0.755766 0.1 0.1 -0.2
H 1.526003 2.799407 0.139642 0.1 -0.1 -0.2
H 0.845208 1.990798 1.647618 -0.1 0.0 0.0

***

No. 2
14
Properties=species:S:1:pos:R:3:forces:R:3 method="wB97M-V/def2-TZVPD" lumo_energy_ha=0.036 orbital_gap_ev=9.63 charge=0 e_above_lowest_ev=2.495 smiles="C=C(C)C#CC"
C 0.790036 -0.255513 -0.568758 -0.5 0.0 0.1
C -0.233661 0.138802 0.455482 0.0 -0.3 -0.6
C 0.273761 -0.675378 -1.736231 1.0 -0.4 -1.4
C -1.291003 0.430244 0.996805 2.1 -0.1 0.9
C 2.378458 -0.303538 -0.515917 -3.0 -1.7 2.8
C -2.427756 0.771994 1.873093 -0.4 1.2 0.8
H -0.744353 -0.983665 -1.988608 0.1 0.7 0.6
H 0.970511 -0.803987 -2.618489 -0.7 -0.1 1.2
H 2.649088 -1.285805 -0.065668 -0.3 0.1 -0.8
H 2.866315 0.297109 0.207623 0.3 1.6 0.1
H 2.627039 -0.254378 -1.517522 1.3 0.3 -1.7
H -3.268242 0.347324 1.294891 -0.3 0.5 0.8
H -2.536601 1.931852 2.020244 0.1 -2.2 -0.7
H -2.428827 0.374909 2.966855 0.3 0.2 -2.1